1.
Below is a structure of composition C7H12N at a distorted geometry, with properties calculated with ωB97M-V/def2-TZVPD.

The LUMO energy comes out at -4.4100 eV. As for the energy relative to the best compared isomer or geometry (same formula, charge and spin): 407.11 kJ/mol. Its HOMO energy is -14.426 eV. As for the net charge: +1.

CARTESIAN COORDINATES (ANGSTROEM)
1 C 0.9588 -1.1343 0.0266
2 C 2.9124 -1.1370 -0.5328
3 C 4.0513 0.9946 0.3379
4 C 3.4680 -0.0859 -0.0938
5 C -1.5020 1.2372 -0.4691
6 C -2.2710 -0.0381 -0.1513
7 C -1.4183 -1.0483 0.6292
8 N -0.3043 -1.4820 -0.1686
9 H 1.0825 -0.5263 0.9195
10 H 4.1145 1.8793 -0.2765
11 H 4.5371 1.0324 1.3003
12 H 3.1068 -2.0169 -1.0918
13 H -0.7171 1.0573 -1.2016
14 H -2.1773 1.9825 -0.8801
15 H -1.0531 1.6526 0.4311
16 H -2.6393 -0.4937 -1.0702
17 H -3.1337 0.1974 0.4713
18 H -1.0546 -0.5948 1.5533
19 H -2.0191 -1.9290 0.8702
20 H -0.5450 -2.0324 -0.9922

2.
Below is a cluster of 3 separate species, C7H12N2 in total at a distorted geometry, with properties calculated with ωB97M-V/def2-TZVPD.

The LUMO energy (spin up / spin down) comes out at 0.8409 / 0.3443 eV. As for the energy relative to the best compared isomer or geometry (same formula, charge and spin): 719.85 kJ/mol. Its HOMO energy (spin up / spin down) is -7.666 / -7.229 eV.

CARTESIAN COORDINATES (ANGSTROEM)
1 C -0.6952 -0.9113 -1.4585
2 C -2.0487 1.5913 0.5546
3 N 0.3000 -0.7771 -0.3990
4 C 0.8372 0.2982 -0.0728
5 C -1.1597 0.5841 1.1654
6 C 2.3404 -1.3678 -1.3973
7 C 1.6635 1.2613 0.2523
8 C -1.1657 -0.0174 2.3313
9 N 2.8468 -2.4301 -1.0104
10 H 2.4040 -2.8656 -0.1966
11 H 2.7255 -0.8124 -2.2672
12 H -1.6233 -1.2654 -1.0107
13 H -0.8727 0.0239 -1.9953
14 H -0.3471 -1.6709 -2.1602
15 H -2.8083 1.9430 1.2719
16 H -2.5795 1.1849 -0.3114
17 H -1.4856 2.4640 0.2126
18 H 1.3613 2.0115 0.9704
19 H 2.6532 1.3042 -0.1814
20 H -0.4339 -0.7718 2.6055
21 H -1.9123 0.2233 3.0968

3.
Below is an isolated molecule of C7H12N2 at a distorted geometry, with properties calculated with ωB97M-V/def2-TZVPD.

The LUMO energy comes out at 1.0688 eV. As for the energy relative to the best compared isomer or geometry (same formula, charge and spin): 235.82 kJ/mol. The SMILES is C1CN2N3CCCC23C1. Its HOMO energy is -9.251 eV.

CARTESIAN COORDINATES (ANGSTROEM)
1 C -0.4622 -1.6398 -1.7264
2 C 1.0227 -1.0518 -1.6374
3 C 0.3288 2.0624 0.2664
4 C 0.5570 1.5801 1.7058
5 C -0.4180 0.3183 1.6644
6 C -0.2823 -0.1511 0.2264
7 C -1.0370 -1.3443 -0.2585
8 H -0.6790 -2.7344 -1.9031
9 H -1.1626 -1.0054 -2.2141
10 H 1.2753 -0.4159 -2.5062
11 H 1.6214 -1.8865 -1.3794
12 H 1.1115 2.6607 -0.1639
13 H -0.6603 2.6233 0.3566
14 H 1.6636 1.2208 1.6875
15 H 0.5526 2.3635 2.5544
16 H -0.0283 -0.5199 2.2598
17 H -1.4908 0.5744 1.8545
18 H -0.7245 -2.1250 0.5103
19 H -2.2455 -1.2868 -0.2053
20 N 1.0351 -0.1618 -0.4308
21 N 0.0224 0.9193 -0.6611

4.
Below is an isolated molecule of C7H12N2 at a distorted geometry, with properties calculated with ωB97M-V/def2-TZVPD.

The LUMO energy comes out at 0.9670 eV. As for the energy relative to the best compared isomer or geometry (same formula, charge and spin): 172.85 kJ/mol. The SMILES is Cc1ccc(N(C)C)[nH]1. Its HOMO energy is -6.706 eV.

CARTESIAN COORDINATES (ANGSTROEM)
1 C -0.7498 1.8726 -0.7244
2 C 0.4971 1.3798 -0.2958
3 C -1.6285 0.8358 -0.6475
4 C 0.3944 0.0463 -0.0820
5 C -3.0920 0.8199 -0.9625
6 C 2.7431 -0.4040 0.5391
7 C 0.9888 -1.9445 1.1439
8 N -0.9328 -0.3912 -0.3611
9 N 1.3576 -0.8435 0.2641
10 H -0.9897 2.8196 -0.8821
11 H 1.2634 2.1321 -0.1331
12 H -3.4523 0.5927 -1.9373
13 H -3.4673 0.1185 -0.1902
14 H -3.6025 1.7854 -0.7511
15 H 2.9574 -0.2571 1.5411
16 H 3.4522 -1.2121 0.1080
17 H 2.7900 0.5408 0.1593
18 H 0.2481 -2.4161 0.4906
19 H 1.8598 -2.6812 1.3629
20 H 0.4968 -1.4768 1.9341
21 H -1.1337 -1.3172 -0.5763

5.
Below is a structure of composition C7H12N2 at a distorted geometry, with properties calculated with ωB97M-V/def2-TZVPD.

The LUMO energy comes out at 1.0348 eV. As for the energy relative to the best compared isomer or geometry (same formula, charge and spin): 271.01 kJ/mol. Its HOMO energy is -8.774 eV.

CARTESIAN COORDINATES (ANGSTROEM)
1 C -0.2800 1.9192 -0.9989
2 C -0.2137 0.8651 -0.1723
3 C 1.7894 0.6281 -0.4401
4 C 1.0104 2.5259 -1.4400
5 C -1.7280 -2.3918 0.9222
6 C -1.1774 -0.1187 0.3766
7 C -0.6222 -1.4107 0.9319
8 N 2.0599 1.6172 -1.1629
9 N 2.5997 -0.3220 0.0752
10 H -1.1570 2.2502 -1.4716
11 H 0.8875 2.5935 -2.5552
12 H 1.2281 3.5375 -1.0154
13 H -2.0949 -2.6144 -0.1257
14 H -2.6850 -2.1121 1.5101
15 H -1.5435 -3.2867 1.5602
16 H -2.0731 -0.2934 -0.3170
17 H -1.8170 0.4305 1.1533
18 H -0.3560 -1.1883 1.9798
19 H 0.0627 -1.8669 0.2595
20 H 2.4932 -0.6386 1.0368
21 H 3.6168 -0.1236 -0.1063

6.
Below is an isolated molecule of C7H12N2 at a distorted geometry, with properties calculated with ωB97M-V/def2-TZVPD.

The LUMO energy comes out at 0.9021 eV. As for the energy relative to the best compared isomer or geometry (same formula, charge and spin): 525.43 kJ/mol. The SMILES is C[C@@H]1/C=N\NC/C=C\C1. Its HOMO energy is -8.612 eV.

CARTESIAN COORDINATES (ANGSTROEM)
1 C 1.4197 2.4795 0.2167
2 C 0.9234 1.0318 0.0150
3 C -0.0168 0.4611 1.2140
4 C -0.5962 -0.9691 1.5183
5 C -0.7668 -1.9275 0.6947
6 C -0.8727 -2.1313 -0.7057
7 C -0.0976 0.9930 -1.3074
8 H 2.0346 2.6164 1.2141
9 H 0.5953 3.2000 0.2314
10 H 2.0325 2.8165 -0.6003
11 H 1.6446 0.3148 -0.0908
12 H 0.6357 0.6099 1.9006
13 H -0.8426 1.1005 1.5835
14 H -0.5715 -0.9045 2.6522
15 H -1.2295 -2.8001 1.1229
16 H -0.4910 -3.0760 -1.0027
17 H -2.0058 -2.3829 -1.0327
18 H -0.0937 -1.8091 -2.5778
19 H -0.7902 1.7964 -1.3489
20 N -0.1048 -1.3648 -1.7173
21 N -0.8065 -0.0543 -1.9796

7.
Below is an isolated molecule of C7H12N2O at a distorted geometry, with properties calculated with ωB97M-V/def2-TZVPD.

The LUMO energy comes out at 0.8036 eV. As for the energy relative to the best compared isomer or geometry (same formula, charge and spin): 335.38 kJ/mol. The SMILES is [H]/N=C(\C(C)=O)N(C)C(=C)C. Its HOMO energy is -8.018 eV.

CARTESIAN COORDINATES (ANGSTROEM)
1 C 1.7168 0.4412 0.3268
2 C -0.3771 1.0982 -2.8776
3 C -1.0413 0.6755 2.3792
4 N 0.3452 0.0061 0.1793
5 C -0.1655 -0.7245 -0.7555
6 C 0.5276 0.0240 -2.3137
7 C -0.3642 -0.4745 1.7208
8 C -0.1879 -1.6846 2.2132
9 N -1.0835 -1.5662 -0.8550
10 O 1.5363 -0.3488 -2.8418
11 H -1.4405 -1.7179 -1.7920
12 H 1.7304 1.4147 0.8209
13 H 2.2715 -0.2669 0.9440
14 H 2.2168 0.5197 -0.6368
15 H -0.5355 1.8607 -2.1159
16 H 0.0688 1.5511 -3.7642
17 H -1.3433 0.6603 -3.1266
18 H -1.4678 0.3662 3.3371
19 H -0.3571 1.5081 2.5491
20 H -1.8590 1.0308 1.7503
21 H 0.2799 -2.4573 1.6232
22 H -0.4704 -1.9160 3.2350

8.
Below is an isolated molecule of C7H12N2O at a distorted geometry, with properties calculated with ωB97M-V/def2-TZVPD.

The LUMO energy comes out at 0.7828 eV. As for the energy relative to the best compared isomer or geometry (same formula, charge and spin): 151.39 kJ/mol. The SMILES is C[C@H](O)[C@H](C)n1ccnc1. Its HOMO energy is -9.009 eV.

CARTESIAN COORDINATES (ANGSTROEM)
1 C 2.6409 -0.6192 0.9694
2 C 1.4742 0.0595 1.1534
3 C 1.1757 -1.7296 -0.1380
4 C -1.5719 0.0741 1.5955
5 C -0.3831 0.4461 -2.1946
6 C -0.8939 -0.2866 0.2809
7 C -1.1267 0.8017 -0.8290
8 N 2.4293 -1.7213 0.1697
9 N 0.5157 -0.6731 0.4634
10 O -0.6741 2.1786 -0.3841
11 H 3.6018 -0.5222 1.4254
12 H 1.4294 0.9649 1.6942
13 H 0.7602 -2.1689 -0.9758
14 H -1.3059 -0.6551 2.3036
15 H -1.2432 0.9084 2.0718
16 H -2.6189 0.1514 1.4353
17 H -1.1085 0.6297 -3.0304
18 H -0.1235 -0.5791 -2.3830
19 H 0.4409 1.1446 -2.3272
20 H -1.4821 -1.3014 -0.0864
21 H -2.2105 0.8485 -1.0871
22 H 0.2743 2.0492 -0.1268

9.
Below is an isolated molecule of C7H12N2O2 at a distorted geometry, with properties calculated with ωB97M-V/def2-TZVPD.

The LUMO energy comes out at 0.7139 eV. As for the energy relative to the best compared isomer or geometry (same formula, charge and spin): 263.71 kJ/mol. The SMILES is C=C=NCCN(CC)C(=O)O. Its HOMO energy is -8.392 eV.

CARTESIAN COORDINATES (ANGSTROEM)
1 C 2.8119 -0.0292 -0.0236
2 C -2.1995 1.0259 -0.1697
3 C 1.1916 1.8360 -0.2078
4 C 0.1061 0.9530 -0.8420
5 C 3.4779 -1.1851 -0.0893
6 C -1.2487 -1.9695 0.1894
7 C -0.6887 -0.6871 0.8363
8 N 2.3940 1.0834 0.1834
9 N -0.9692 0.4888 -0.0077
10 O -3.1554 0.4289 0.5928
11 O -2.3858 2.0349 -0.9086
12 H 1.5575 2.5201 -0.8910
13 H 0.7504 2.3583 0.7016
14 H -0.4224 1.6406 -1.4918
15 H 0.6041 0.0078 -1.1724
16 H 4.3626 -1.2479 -0.6860
17 H -3.9405 0.9559 0.4939
18 H 3.0319 -1.9423 0.4841
19 H -0.8125 -2.4032 -0.6517
20 H -1.4405 -2.8559 0.8671
21 H -2.2665 -1.7108 -0.0329
22 H 0.3487 -0.6982 1.0231
23 H -1.1069 -0.6043 1.8027

10.
Below is an isolated molecule of C7H12N2O3 at a distorted geometry, with properties calculated with ωB97M-V/def2-TZVPD.

The LUMO energy comes out at 0.6957 eV. As for the energy relative to the best compared isomer or geometry (same formula, charge and spin): 219.34 kJ/mol. The SMILES is NCC(=O)N1CCC[C@H]1C(=O)O. Its HOMO energy is -9.277 eV.

CARTESIAN COORDINATES (ANGSTROEM)
1 C -2.5764 -0.3837 -0.3986
2 C -1.0917 -0.7837 -0.7821
3 C 1.1517 -0.1803 -0.7408
4 C 1.5338 -1.3552 0.2530
5 C 2.0814 1.0482 -0.4371
6 C 1.1045 1.8051 0.5692
7 C -0.2648 1.4697 0.0562
8 H -2.2209 -1.3099 1.4049
9 H -3.8326 -0.8170 1.3589
10 H -2.9146 -1.2945 -0.9327
11 H -3.0306 0.5712 -0.7280
12 H 1.1970 -0.6055 -1.8438
13 H 2.1255 1.6143 -1.4214
14 H 3.0172 0.5997 0.0187
15 H 1.3381 2.9245 0.6872
16 H 1.4416 1.4296 1.5553
17 H -0.3349 2.2440 -0.6987
18 H -1.2514 1.3895 0.6039
19 H 2.7031 -2.6328 0.8952
20 N -2.8270 -0.4309 1.1225
21 N -0.1612 0.1501 -0.5547
22 O -0.6911 -1.8266 -1.3163
23 O 0.7055 -1.7755 1.1428
24 O 2.7976 -1.8504 0.1864

11.
Below is the ion C7H12N2P with charge +1 at a distorted geometry, with properties calculated with ωB97M-V/def2-TZVPD.

The LUMO energy (spin up / spin down) comes out at -5.8635 / -5.8627 eV. As for the energy relative to the best compared isomer or geometry (same formula, charge and spin): 337.09 kJ/mol. Its HOMO energy (spin up / spin down) is -12.317 / -12.317 eV. As for the net charge: +1.

CARTESIAN COORDINATES (ANGSTROEM)
1 C 1.5001 0.5097 0.7813
2 C 2.3762 -0.3667 0.1971
3 C 0.1921 -0.8578 -0.4259
4 C -1.8310 1.0852 -0.5906
5 C -0.8940 1.0684 0.6330
6 C -2.5800 -0.1319 -0.8031
7 C 3.8316 -0.6120 0.0933
8 N 0.1670 0.1865 0.4895
9 N 1.4994 -1.1815 -0.5637
10 P -3.3898 -0.9701 0.5273
11 H 1.7556 1.1639 1.5692
12 H -2.5832 1.8383 -0.1595
13 H -1.3575 1.6369 -1.5352
14 H -0.4800 2.0988 0.7226
15 H -1.5154 0.8943 1.5097
16 H -2.6238 -0.7084 -1.7426
17 H 4.5488 -0.1827 0.7044
18 H 3.9769 -1.6424 0.0822
19 H 4.1878 -0.4613 -0.8889
20 H 1.6844 -2.0317 -1.0800
21 H -4.3571 -1.5370 -0.2914
22 H -4.1083 0.2015 0.7714